{
  "formula": "C3H2O3",
  "method": "ωB97M-V with the def2-TZVPD basis set",
  "total_charge": 0,
  "energy_ha": -341.10781,
  "e_homo_ha": -0.320,
  "lumo_ev": -0.948,
  "species": ["O", "C", "C", "O", "C", "O", "H", "H"],
  "coordinates": [[-2.10, 0.50, 0.99], [-0.98, 0.26, 0.84], [-0.05, 0.37, -0.87], [-0.52, 1.10, -1.68], [1.01, -0.45, -0.42], [1.35, -0.36, 0.82], [0.23, -0.06, 1.32], [1.12, -1.40, -0.95]]
}



{
  "formula": "C3H2O3P",
  "method": "ωB97M-V with the def2-TZVPD basis set",
  "smiles": "O=C=CC(=O)P[O-]",
  "total_charge": -1,
  "energy_ha": -682.59106,
  "e_homo_ha": -0.097,
  "lumo_ev": 3.536,
  "species": ["O", "C", "C", "C", "O", "P", "O", "H", "H"],
  "coordinates": [[3.08, 0.32, 0.59], [1.96, 0.52, 0.26], [0.76, 0.49, -0.11], [-0.04, -0.74, -0.28], [0.35, -1.82, -0.65], [-1.93, -0.54, 0.20], [-2.25, 0.40, 1.33], [0.31, 1.43, -0.20], [-2.23, -0.04, -1.15]]
}



{
  "formula": "C3H2O3Rh",
  "method": "ωB97M-V with the def2-TZVPD basis set",
  "total_charge": 2,
  "energy_ha": -450.70078,
  "e_homo_ha": [-0.698, -0.797],
  "lumo_ev": [-10.686, -13.417],
  "multiplicity": 6,
  "species": ["C", "C", "O", "H", "H", "C", "O", "O", "Rh"],
  "coordinates": [[0.88, 0.99, 1.29], [-0.33, 1.14, 0.79], [-1.02, 0.36, -0.06], [-0.77, 1.21, 1.89], [1.64, 1.72, 1.53], [-0.50, -0.85, -0.73], [0.69, -1.16, -0.57], [-1.22, -1.35, -1.62], [0.63, -2.06, -2.53]]
}



{
  "formula": "C3H2O3Zn",
  "method": "ωB97M-V with the def2-TZVPD basis set",
  "total_charge": 0,
  "energy_ha": -2120.44896,
  "e_homo_ha": [-0.322, -0.322],
  "lumo_ev": [-1.845, -1.845],
  "species": ["O", "C", "O", "O", "C", "C", "H", "H", "Zn"],
  "coordinates": [[3.02, 0.53, -0.12], [2.08, -0.20, -0.04], [1.86, -1.41, 0.15], [0.41, 0.43, 0.21], [-0.81, -0.16, -0.11], [-1.88, 0.65, -0.22], [-2.89, 0.23, -0.15], [-1.80, 1.74, -0.21], [0.01, -1.82, 0.49]]
}



{
  "formula": "C3H2O3Zn",
  "method": "ωB97M-V with the def2-TZVPD basis set",
  "total_charge": 1,
  "energy_ha": -2120.14194,
  "e_homo_ha": [-0.446, -0.547],
  "lumo_ev": [-7.448, -6.448],
  "multiplicity": 2,
  "species": ["O", "C", "O", "O", "C", "C", "H", "H", "Zn"],
  "coordinates": [[-1.55, 0.75, -2.22], [-1.89, 0.36, -1.18], [-2.59, -0.02, -0.29], [-0.27, -0.02, 0.84], [0.99, 0.26, 0.94], [2.08, -0.15, 0.31], [3.07, 0.08, 0.71], [2.01, -0.84, -0.53], [-1.86, -0.42, 1.42]]
}



{
  "formula": "C3H2O4",
  "method": "ωB97M-V with the def2-TZVPD basis set",
  "total_charge": 0,
  "energy_ha": -416.27555,
  "e_homo_ha": -0.370,
  "lumo_ev": -1.054,
  "species": ["C", "C", "C", "O", "O", "O", "O", "H", "H"],
  "coordinates": [[-0.23, -0.15, 0.29], [-0.84, -1.31, -0.62], [-2.19, -0.41, 0.02], [-1.36, 0.65, 0.51], [-2.76, -1.24, 0.64], [-1.85, -0.76, -1.25], [0.78, 0.50, -0.41], [0.13, -0.26, 1.30], [1.28, -0.15, -0.89]]
}



{
  "formula": "C3H2O4Pd",
  "method": "ωB97M-V with the def2-TZVPD basis set",
  "total_charge": 0,
  "energy_ha": -544.15109,
  "e_homo_ha": [-0.331, -0.349],
  "lumo_ev": [-0.041, -2.069],
  "multiplicity": 3,
  "species": ["H", "C", "C", "O", "C", "O", "O", "Pd", "O", "H"],
  "coordinates": [[-0.56, -1.74, 0.44], [-1.56, -0.14, 0.02], [-0.47, -0.88, -0.32], [0.64, -0.13, -0.70], [1.74, 0.12, 0.18], [2.33, -0.79, 0.70], [1.89, 1.38, 0.24], [0.11, 1.62, -0.50], [-1.57, 1.19, -0.04], [-2.54, -0.64, -0.02]]
}



{
  "formula": "C3H2O4Ru",
  "method": "ωB97M-V with the def2-TZVPD basis set",
  "total_charge": 1,
  "energy_ha": -510.77534,
  "e_homo_ha": [-0.535, -0.553],
  "lumo_ev": [-5.827, -8.773],
  "multiplicity": 6,
  "species": ["H", "C", "C", "O", "C", "O", "O", "Ru", "O", "H"],
  "coordinates": [[-1.15, -1.35, 0.86], [-1.57, -0.39, -0.04], [-0.31, -1.03, -0.30], [0.61, -0.08, -0.53], [1.89, 0.19, 0.15], [2.60, -0.72, 0.48], [1.94, 1.44, 0.24], [-0.01, 1.85, -0.35], [-1.63, 0.96, 0.10], [-2.38, -0.88, -0.61]]
}



{
  "formula": "C3H2O4Tm",
  "method": "ωB97M-V with the def2-TZVPD basis set",
  "total_charge": 1,
  "energy_ha": -1501.39713,
  "e_homo_ha": [-0.478, -0.478],
  "lumo_ev": [-6.723, -6.658],
  "multiplicity": 3,
  "species": ["H", "C", "C", "O", "C", "O", "O", "Tm", "O", "H"],
  "coordinates": [[-0.56, -1.79, 0.46], [-1.57, -0.19, 0.04], [-0.48, -0.94, -0.31], [0.63, -0.18, -0.69], [1.74, 0.07, 0.18], [2.33, -0.85, 0.69], [1.89, 1.33, 0.24], [0.14, 2.11, -0.61], [-1.58, 1.14, -0.02], [-2.54, -0.70, 0.02]]
}



{
  "formula": "C3H2O6",
  "method": "ωB97M-V with the def2-TZVPD basis set",
  "total_charge": 0,
  "energy_ha": -566.85455,
  "e_homo_ha": -0.406,
  "lumo_ev": -0.156,
  "species": ["C", "C", "C", "O", "O", "O", "O", "O", "O", "H", "H"],
  "coordinates": [[0.31, -0.55, -0.04], [-1.21, -0.51, 0.19], [0.72, 1.62, 0.75], [0.58, -0.04, -1.32], [1.92, -0.23, -1.71], [-1.47, 0.16, 1.31], [1.07, -1.29, 0.54], [-2.02, -1.04, -0.51], [0.25, 2.58, 0.40], [2.27, -0.89, -1.09], [-2.43, 0.20, 1.48]]
}



{
  "formula": "C3H2S",
  "method": "ωB97M-V with the def2-TZVPD basis set",
  "smiles": "C#CC=S",
  "total_charge": 0,
  "energy_ha": -513.59638,
  "e_homo_ha": -0.337,
  "lumo_ev": -0.991,
  "species": ["C", "C", "C", "S", "H", "H"],
  "coordinates": [[-1.48, -0.51, -0.06], [-0.37, -0.13, -0.01], [0.98, 0.42, -0.04], [2.31, -0.48, -0.02], [-2.50, -0.77, 0.12], [1.06, 1.48, 0.02]]
}



{
  "formula": "C3H30NO11S",
  "method": "ωB97M-V with the def2-TZVPD basis set",
  "total_charge": 2,
  "energy_ha": -1412.20405,
  "e_homo_ha": [-0.606, -0.606],
  "lumo_ev": [-6.220, -11.857],
  "multiplicity": 2,
  "species": ["C", "O", "C", "C", "S", "N", "H", "H", "H", "H", "H", "H", "H", "H", "H", "H", "H", "H", "O", "H", "H", "O", "H", "H", "O", "H", "H", "O", "H", "H", "O", "H", "H", "O", "H", "H", "O", "H", "H", "O", "H", "H", "O", "H", "H", "O"],
  "coordinates": [[-1.07, -0.38, 1.60], [-1.73, 0.83, 1.52], [-0.23, -0.46, 0.32], [0.92, -1.48, 0.45], [1.75, -2.03, -1.06], [-1.25, -0.92, -0.78], [-0.38, -0.56, 2.41], [-1.85, -1.20, 1.72], [-1.14, 1.66, 1.78], [0.15, 0.57, 0.23], [1.70, -1.13, 1.27], [0.61, -2.45, 0.99], [2.37, -0.92, -1.33], [-1.81, -1.61, -0.24], [-1.77, -0.12, -1.14], [-0.69, -1.33, -1.54], [0.23, 2.54, -3.11], [-0.53, 1.59, -2.30], [-0.01, 1.58, -3.11], [1.65, 4.13, 1.36], [2.49, 2.83, 1.78], [1.99, 3.59, 2.07], [2.58, -3.29, 3.00], [2.92, -3.93, 1.71], [2.34, -3.23, 2.07], [2.97, 1.98, -2.29], [3.19, 3.20, -1.75], [3.05, 2.28, -1.35], [-1.46, 2.14, -0.12], [-2.74, 2.17, -1.12], [-1.78, 2.11, -1.07], [-3.05, -3.95, -0.37], [-3.23, -2.88, 0.86], [-2.65, -3.34, 0.24], [-0.90, 3.91, 2.41], [0.40, 3.17, 2.57], [-0.52, 3.05, 2.20], [-3.74, 0.99, 0.77], [-5.02, 0.97, -0.01], [-4.10, 0.72, -0.09], [-0.70, -2.32, -3.64], [-1.16, -3.60, -3.03], [-1.27, -2.65, -2.92], [3.42, 1.41, 0.32], [3.51, 0.88, 1.83], [2.92, 1.19, 1.14]]
}



{
  "formula": "C3H30NO14S",
  "method": "ωB97M-V with the def2-TZVPD basis set",
  "total_charge": -1,
  "energy_ha": -1638.72123,
  "e_homo_ha": -0.246,
  "lumo_ev": 2.616,
  "species": ["C", "C", "S", "N", "C", "O", "O", "H", "H", "H", "H", "H", "H", "H", "H", "O", "H", "H", "O", "H", "H", "O", "H", "H", "O", "H", "H", "O", "H", "H", "O", "H", "H", "O", "H", "H", "O", "H", "H", "O", "H", "H", "O", "H", "H", "O", "H", "H", "O"],
  "coordinates": [[0.35, 0.79, 0.83], [-1.06, 1.13, 1.37], [-0.92, 2.22, 2.89], [0.42, -0.62, 0.28], [0.63, -0.95, -1.04], [1.09, -0.01, -1.76], [0.07, -1.97, -1.53], [0.51, 1.45, -0.05], [1.19, 0.78, 1.62], [-1.58, 1.74, 0.62], [-1.79, 0.33, 1.60], [-0.57, 3.35, 2.12], [-0.35, -1.03, 0.77], [-3.96, -0.41, -0.56], [-2.59, -0.03, -0.56], [-3.26, -0.20, 0.14], [0.07, -4.57, 0.36], [-0.42, -3.46, -0.75], [-0.63, -4.19, -0.14], [3.34, 2.14, -0.42], [2.79, 3.17, 0.55], [3.07, 3.07, -0.35], [-1.10, -1.44, -3.37], [-0.36, -0.19, -3.15], [-1.18, -0.51, -3.66], [2.77, 2.10, 2.67], [1.40, 2.59, 3.33], [2.14, 2.80, 2.75], [-1.80, -2.42, 0.15], [-2.64, -1.61, 1.18], [-1.90, -2.20, 1.08], [-0.28, 2.32, -1.94], [-1.56, 1.68, -2.47], [-1.26, 2.31, -1.83], [-3.12, -0.59, -3.09], [-3.08, -1.85, -2.28], [-3.60, -1.07, -2.47], [1.86, 3.07, -1.92], [1.58, 1.60, -2.22], [1.35, 2.48, -2.54], [-0.93, -3.21, 3.15], [-0.29, -2.58, 1.99], [-0.07, -2.96, 2.88], [3.05, 0.15, -0.69], [3.83, 0.20, -1.98], [3.85, 0.56, -1.08], [1.47, -0.70, 2.72], [1.52, -2.04, 3.43], [1.94, -1.21, 3.36]]
}



{
  "formula": "C3H31N2O14",
  "method": "ωB97M-V with the def2-TZVPD basis set",
  "total_charge": -1,
  "energy_ha": -1295.78799,
  "e_homo_ha": -0.261,
  "lumo_ev": 2.547,
  "species": ["O", "C", "N", "C", "N", "C", "O", "H", "H", "H", "H", "H", "H", "H", "H", "H", "O", "H", "H", "O", "H", "H", "O", "H", "H", "O", "H", "H", "O", "H", "H", "O", "H", "H", "O", "H", "H", "O", "H", "H", "O", "H", "H", "O", "H", "H", "O", "H", "H", "O"],
  "coordinates": [[-2.24, 1.77, 1.44], [-1.26, 1.93, 0.60], [-1.25, 3.03, -0.34], [-0.06, 0.91, 0.59], [1.01, 1.53, 1.48], [2.03, 0.48, 1.82], [2.67, -0.08, 0.70], [-0.35, 3.11, -0.85], [-1.77, 3.82, -0.17], [0.10, 0.81, -0.51], [-0.44, 0.01, 1.11], [1.49, 2.33, 0.99], [1.67, -0.39, 2.52], [2.94, 0.88, 2.33], [2.11, -2.57, -1.24], [2.35, -0.91, 0.16], [1.69, -1.84, -0.90], [3.19, 1.04, -0.35], [4.03, 1.78, -1.35], [3.32, 1.97, -0.75], [-0.05, 1.67, -3.08], [0.57, 0.46, -3.26], [-0.26, 0.85, -3.62], [0.90, -2.56, -2.91], [0.43, -1.50, -3.74], [0.38, -2.44, -3.61], [1.83, 2.58, -1.60], [1.55, 1.63, -2.92], [1.39, 2.55, -2.46], [-3.05, -2.22, 0.34], [-1.88, -3.27, 0.58], [-2.79, -2.93, 0.90], [-0.33, -1.76, 3.34], [-0.37, -2.91, 2.32], [0.05, -2.57, 3.12], [1.53, -1.05, -1.81], [2.72, 0.19, -2.51], [1.87, -0.09, -2.61], [-2.89, -1.91, 2.66], [-2.83, -0.34, 2.18], [-3.05, -0.96, 2.97], [-1.67, 0.21, -1.97], [-3.26, 0.46, -1.78], [-2.58, -0.26, -1.97], [-1.01, -2.19, -0.76], [0.45, -2.16, -0.08], [-0.59, -2.20, 0.15], [-1.86, 0.23, 3.72], [-0.52, 0.56, 3.14], [-0.90, 0.24, 4.05]]
}



{
  "formula": "C3H31NO14",
  "method": "ωB97M-V with the def2-TZVPD basis set",
  "total_charge": 0,
  "energy_ha": -1241.09185,
  "e_homo_ha": -0.366,
  "lumo_ev": 0.220,
  "species": ["C", "C", "O", "C", "N", "O", "H", "H", "H", "H", "H", "H", "H", "H", "H", "O", "H", "H", "O", "H", "H", "O", "H", "H", "O", "H", "H", "O", "H", "H", "O", "H", "H", "O", "H", "H", "O", "H", "H", "O", "H", "H", "O", "H", "H", "O", "H", "H", "O"],
  "coordinates": [[-1.07, 1.98, 0.09], [-1.36, 1.62, 1.56], [-0.23, 1.87, 2.36], [-0.21, 0.96, -0.59], [0.46, 1.30, -1.70], [-0.06, -0.21, -0.18], [-0.65, 2.95, 0.03], [-2.08, 2.06, -0.41], [-2.09, 2.36, 2.03], [-1.67, 0.60, 1.65], [0.33, 1.04, 2.46], [1.08, 0.60, -2.16], [0.28, 2.08, -2.25], [-0.85, -1.51, 0.57], [-1.23, -2.94, 0.14], [-1.37, -2.30, 0.89], [-4.83, 0.80, -1.16], [-3.89, 0.02, -0.22], [-3.87, 0.74, -0.89], [2.90, -1.61, 0.67], [1.87, -2.72, 0.99], [2.47, -2.41, 0.29], [1.89, -2.20, -2.63], [1.74, -1.86, -1.10], [1.55, -1.55, -2.05], [-2.95, -1.56, 1.05], [-4.38, -1.93, 0.91], [-3.83, -1.23, 0.93], [-2.71, 0.89, -2.14], [-1.65, 0.05, -2.92], [-1.96, 0.96, -2.72], [2.81, -0.38, -1.94], [4.28, -0.21, -1.68], [3.49, 0.29, -1.80], [3.32, 0.90, -0.18], [2.88, 1.92, 0.91], [3.31, 1.04, 0.77], [-0.16, -1.48, -2.19], [-1.53, -1.31, -1.45], [-1.13, -1.56, -2.31], [-0.07, -2.75, 1.98], [1.06, -1.96, 2.55], [0.82, -2.87, 2.34], [0.87, -0.30, 1.24], [2.23, 0.14, 1.73], [1.38, -0.25, 2.07], [0.98, 2.81, 1.61], [2.11, 3.89, 1.74], [1.73, 3.22, 1.11]]
}



{
  "formula": "C3H33NO14",
  "method": "ωB97M-V with the def2-TZVPD basis set",
  "total_charge": 0,
  "energy_ha": -1242.14634,
  "e_homo_ha": -0.373,
  "lumo_ev": -0.140,
  "species": ["O", "C", "C", "C", "N", "H", "H", "H", "H", "H", "H", "H", "H", "H", "O", "H", "H", "O", "H", "H", "O", "H", "H", "O", "H", "H", "O", "H", "H", "O", "H", "H", "O", "H", "H", "O", "H", "H", "O", "H", "H", "O", "H", "H", "O", "H", "H", "O", "H", "H", "O"],
  "coordinates": [[-0.56, -0.68, -1.77], [-0.76, -0.20, -0.69], [-1.66, 1.04, -0.41], [-2.86, 0.50, 0.40], [-0.79, 1.88, 0.40], [-0.26, -0.46, 0.23], [-2.01, 1.63, -1.27], [-3.36, 1.22, 1.05], [-2.76, -0.31, 1.19], [-3.67, 0.08, -0.13], [0.21, 1.95, 0.06], [-0.79, 1.44, 1.29], [1.95, -0.23, -4.00], [2.25, -0.02, -2.56], [2.59, 0.27, -3.41], [4.10, -1.78, -0.75], [3.09, -1.49, 0.27], [3.60, -1.01, -0.46], [-1.07, 0.21, -3.09], [-1.87, -0.10, -4.39], [-1.10, 0.40, -4.09], [0.78, 0.57, 1.65], [1.49, -0.16, 2.51], [0.55, -0.24, 2.17], [1.02, 1.62, -3.16], [0.17, 2.95, -3.01], [0.85, 2.43, -2.62], [3.02, 1.34, 0.28], [2.28, 2.60, 0.06], [2.49, 2.00, 0.76], [-0.41, -3.51, 2.79], [0.88, -3.35, 3.52], [0.49, -3.88, 2.80], [-3.72, -2.88, -1.16], [-3.23, -1.77, -0.34], [-3.58, -2.67, -0.21], [1.39, -3.25, 1.50], [0.89, -2.45, 0.29], [1.70, -2.63, 0.76], [-2.03, -2.76, 2.60], [-2.62, -3.75, 1.47], [-2.18, -3.68, 2.31], [-0.40, 5.01, 1.50], [-0.85, 4.28, 0.38], [-0.04, 4.78, 0.62], [4.17, 1.83, -2.54], [2.88, 2.44, -1.80], [3.81, 2.48, -1.97], [-1.03, -0.16, 3.10], [-1.34, -1.17, 4.18], [-1.71, -0.38, 3.73]]
}